Entry 1:
Molecular formula: C3H5Cl
Method: DFT, ωB97M-V/def2-TZVPD

Results
- E_LUMO: 1.172 eV
- ΔE to the lowest compared entry with this formula, charge and spin: 1.783 eV
- Molar mass: 76.53 g/mol

Last column: Löwdin charge in e.
CARTESIAN COORDINATES (ANGSTROEM)
1 C 0.2118 0.2500 0.4116  -0.25
2 C 1.3032 -0.2362 -0.2463  -0.71
3 C -1.1467 0.0131 -0.1019  -0.16
4 Cl 2.9284 0.1205 -0.0431  0.62
5 H 0.2180 1.2098 1.5190  0.21
6 H 1.0275 -1.1390 -0.8620  0.09
7 H -1.7554 0.8756 -0.0614  0.06
8 H -1.0245 -0.3780 -1.0563  0.05
9 H -1.7624 -0.7159 0.4404  0.08

=====

Entry 2:
Molecular formula: C3H5Cl
Method: DFT, ωB97M-V/def2-TZVPD

Results
- E_LUMO (alpha / beta): 0.059 / -0.940 eV
- ΔE to the lowest compared entry with this formula, charge and spin: 4.539 eV
- Molar mass: 76.53 g/mol

Last column: Löwdin charge in e.
CARTESIAN COORDINATES (ANGSTROEM)
1 C 1.8364 -0.8053 0.1425  0.04
2 C 2.6201 0.1963 0.2114  -0.61
3 C -1.2962 0.1600 0.0310  0.09
4 Cl 4.4290 0.0100 0.0936  0.48
5 H 1.8439 -1.8603 0.0191  0.03
6 H 2.3765 1.2353 0.3313  0.04
7 H -1.3167 0.4943 1.0466  -0.02
8 H -0.8897 0.7828 -0.7409  -0.02
9 H -1.6498 -0.8181 -0.2098  -0.02

=====

Entry 3:
Molecular formula: C3H5Cl2F
Method: DFT, ωB97M-V/def2-TZVPD

Results
- E_LUMO: 0.429 eV
- ΔE to the lowest compared entry with this formula, charge and spin: 2.142 eV
- Molar mass: 130.98 g/mol

Last column: Löwdin charge in e.
CARTESIAN COORDINATES (ANGSTROEM)
1 C 0.1282 -1.0167 0.6599  -0.25
2 C 0.3169 -0.0484 -0.3755  -0.74
3 C -0.4611 1.2293 -0.3403  -0.59
4 H 0.5215 -2.1198 0.3198  0.16
5 H -0.8097 -1.2860 0.9018  -0.01
6 H 0.3744 -0.7597 1.6640  0.08
7 H 0.4180 -0.7113 -1.3908  0.16
8 H -0.4890 1.7617 -1.2840  0.11
9 F -0.1261 2.2092 0.6072  -0.02
10 Cl 2.1898 0.4805 -0.3734  0.46
11 Cl -2.0631 0.2614 -0.3889  0.64

=====

Entry 4:
Molecular formula: C3H5Cl2N
Method: DFT, ωB97M-V/def2-TZVPD

Results
- E_LUMO: 0.702 eV
- ΔE to the lowest compared entry with this formula, charge and spin: 1.028 eV
- Molar mass: 125.99 g/mol

Last column: Löwdin charge in e.
CARTESIAN COORDINATES (ANGSTROEM)
1 Cl 1.4177 -1.8156 -0.1772  0.57
2 C 0.7688 -0.5594 0.8146  -0.63
3 C 1.0515 0.8595 -0.0582  -0.65
4 Cl 2.6287 1.6203 0.2600  0.51
5 H 1.4295 -0.4359 1.7190  0.07
6 H -0.2751 -0.6319 0.8814  0.00
7 H 0.9447 0.5607 -1.0775  0.02
8 H 0.4000 1.7623 0.1303  0.06
9 C -2.8255 -0.4359 -0.8748  -0.05
10 N -2.8357 -0.9025 0.1714  0.07
11 H -2.7046 -0.0216 -1.7890  0.02

=====

Entry 5:
Molecular formula: C3H5ClF3PS
Method: DFT, ωB97M-V/def2-TZVPD

Results
- E_LUMO: -0.232 eV
- ΔE to the lowest compared entry with this formula, charge and spin: 0.000 eV
- Molar mass: 196.56 g/mol

Last column: Löwdin charge in e.
CARTESIAN COORDINATES (ANGSTROEM)
1 C 2.4640 -1.2245 -0.8981  -0.52
2 C -1.6078 -0.1019 0.2072  -0.09
3 C -1.5882 0.7179 1.4715  -0.76
4 F -1.6653 -0.0787 2.5724  0.10
5 F -0.4755 1.4328 1.5160  0.09
6 F -2.6118 1.5445 1.5100  0.14
7 P -0.0188 0.5370 -1.6033  0.26
8 S 1.9867 0.5186 -0.6578  0.40
9 Cl -0.3485 2.4747 -1.6079  0.15
10 H 2.0141 -1.8497 -0.0999  0.02
11 H 3.5664 -1.3452 -0.6621  0.04
12 H 2.1842 -1.6185 -1.9219  0.04
13 H -2.5882 0.1086 -0.2896  0.07
14 H -1.3113 -1.1156 0.4635  0.05

=====

Entry 6:
Molecular formula: C3H5ClFN
Method: DFT, ωB97M-V/def2-TZVPD

Results
- E_LUMO: 0.576 eV
- ΔE to the lowest compared entry with this formula, charge and spin: 2.892 eV
- Molar mass: 109.53 g/mol

Last column: Löwdin charge in e.
CARTESIAN COORDINATES (ANGSTROEM)
1 C -0.4680 0.1909 -0.3479  -0.35
2 C 0.0889 0.9566 0.9697  0.01
3 C 0.9356 0.2874 -0.0557  -0.98
4 H -2.0480 -1.3441 -0.4622  0.09
5 H -0.0819 -2.0136 -1.0075  0.22
6 H -0.7433 0.9655 -0.9929  0.11
7 H -0.1607 0.2520 1.6648  0.06
8 H -0.0945 2.0038 1.1183  0.11
9 N -0.9836 -1.1839 -0.2991  -0.06
10 F 1.7495 1.0181 -0.8049  0.01
11 Cl 1.8060 -1.1327 0.2173  0.79

=====

Entry 7:
Molecular formula: C3H5ClN2O2
Method: DFT, ωB97M-V/def2-TZVPD

Results
- E_LUMO: 0.604 eV
- ΔE to the lowest compared entry with this formula, charge and spin: 5.924 eV
- Molar mass: 136.54 g/mol

Last column: Löwdin charge in e.
CARTESIAN COORDINATES (ANGSTROEM)
1 O 0.6577 -0.0402 1.5685  -0.01
2 N 1.4692 0.2485 0.7273  -0.41
3 O 2.4291 1.2106 1.0083  0.02
4 C 1.5132 -0.2944 -0.4516  -0.50
5 Cl 2.5683 0.2793 -1.7170  0.63
6 H 2.5335 1.6420 1.8901  0.15
7 H 0.9499 -1.1903 -0.6509  0.05
8 C -2.2799 0.0739 -0.5437  -0.04
9 C -1.4935 -1.0607 -0.0511  -0.26
10 N -0.9271 -2.0517 0.1038  0.15
11 H -2.3171 0.3067 -1.6198  0.11
12 H -1.8866 0.8962 -0.0689  0.05
13 H -3.2166 -0.0201 -0.1949  0.04

=====

Entry 8:
Molecular formula: C3H5ClN2S
Method: DFT, ωB97M-V/def2-TZVPD

Results
- E_LUMO (alpha / beta): -0.325 / -0.314 eV
- ΔE to the lowest compared entry with this formula, charge and spin: 2.626 eV
- Molar mass: 136.61 g/mol

Last column: Löwdin charge in e.
CARTESIAN COORDINATES (ANGSTROEM)
1 C 0.5836 0.9206 0.8697  -0.25
2 C -0.2928 0.8831 -1.2359  -0.15
3 C 1.2463 -0.4154 0.6371  -0.87
4 N -0.1286 1.4503 -0.0229  -0.02
5 N -0.9133 -1.7375 0.5413  -0.42
6 S 0.1899 -1.3908 -0.5067  0.85
7 Cl 2.8273 -0.1107 -0.1434  0.58
8 H 0.7648 1.4415 1.7965  0.12
9 H -1.2744 0.9765 -1.6705  0.07
10 H 0.5425 0.9290 -1.9197  0.06
11 H 1.4029 -0.9775 1.5538  0.07
12 H -1.5763 -2.4184 0.1999  -0.04

=====

Entry 9:
Molecular formula: C3H5ClN2S
Method: DFT, ωB97M-V/def2-TZVPD

Results
- E_LUMO: 0.554 eV
- ΔE to the lowest compared entry with this formula, charge and spin: 1.782 eV
- Molar mass: 136.61 g/mol

Last column: Löwdin charge in e.
CARTESIAN COORDINATES (ANGSTROEM)
1 H 2.2786 0.1445 1.4916  0.09
2 N 1.7699 -0.5309 0.8602  0.13
3 C 0.7134 -0.1455 0.3742  -0.58
4 C 0.1808 -0.9207 -0.7582  -0.16
5 C -1.0180 -1.2996 -0.9711  -0.58
6 Cl -1.8269 -2.2748 -2.1637  0.61
7 N 0.1057 0.9910 0.9461  -0.40
8 S -0.2519 2.4175 -0.0236  0.66
9 H 0.9976 -1.3727 -1.2434  0.10
10 H -1.7799 -0.6997 -0.3666  0.10
11 H 0.5302 1.2073 1.9729  0.15
12 H -1.6993 2.4834 -0.1184  -0.11

=====

Entry 10:
Molecular formula: C3H5ClN4
Method: DFT, ωB97M-V/def2-TZVPD

Results
- E_LUMO: -0.653 eV
- ΔE to the lowest compared entry with this formula, charge and spin: 8.417 eV
- Molar mass: 132.55 g/mol

Last column: Löwdin charge in e.
CARTESIAN COORDINATES (ANGSTROEM)
1 C -0.4520 -0.1027 0.6516  -0.48
2 C 0.6962 1.6843 0.7744  -0.18
3 C 0.7189 1.2688 -0.5957  -0.85
4 H -2.3552 -0.6574 2.0000  0.26
5 H -1.7876 -1.5179 -0.0185  0.15
6 H 1.3430 2.5757 1.1285  0.12
7 H 0.5099 -1.8737 -0.3523  0.13
8 H 0.2421 -1.6358 -2.4962  0.21
9 N -1.3214 -1.2266 1.1038  -0.05
10 N 0.1091 0.7286 1.6267  0.08
11 N -0.1043 0.0714 -0.7599  -0.12
12 N 0.7295 -1.1803 -1.3005  -0.01
13 Cl 1.6717 1.8655 -1.7619  0.74